Record 1
ORCA calculation (ωB97M-V/def2-TZVPD) on 8 unconnected molecules or ions with the total composition C29H53O21P in a non-equilibrium geometry.

SMILES	Cc1ccc(CP)cc1.COC(=O)OC.COC(=O)OC.COC(=O)OC.COC(=O)OC.COC(=O)OC.COC(=O)OC.COC(=O)OC
LUMO level	0.55	eV
HOMO level	-8.519	eV
electronic energy	-3058.2188	hartree

The geometry in XYZ format:
```
104
Properties=species:S:1:pos:R:3:forces:R:3
C 3.03694 3.18635 -0.44993 -0.8399 0.4596 -0.4128
C 1.56140 3.05759 -0.77155 0.2868 -0.1673 -0.1594
C 1.16651 2.23746 -1.83293 -0.4738 0.5103 0.7296
C -0.18321 2.14942 -2.12351 0.0915 -0.1822 -0.2420
C -1.15739 2.84397 -1.40433 0.0311 -0.0099 -0.3945
C -2.59817 2.62281 -1.80293 -0.3141 -0.0565 0.9257
P -3.67080 4.12382 -1.64044 0.5195 0.9480 -1.0559
C -0.76051 3.66380 -0.35463 0.2339 -0.4272 -0.3150
C 0.59525 3.75389 -0.05656 0.0804 0.0878 0.1380
H 3.56692 3.23068 -1.39781 0.3410 -0.1955 0.0539
H 3.20261 4.14142 0.04319 0.2473 -0.1185 0.3001
H 3.37897 2.34870 0.14952 0.2223 0.0230 0.0950
H 1.91431 1.68829 -2.38388 -0.0309 -0.1176 -0.1724
H -0.50316 1.51478 -2.94035 -0.0378 -0.0386 -0.0637
H -2.98956 1.81372 -1.18420 -0.1025 -0.1222 -0.1027
H -2.65923 2.31063 -2.84193 0.0259 -0.0367 -0.1174
H -3.56736 4.48258 -0.28183 -0.3921 -0.5211 0.1391
H -4.97201 3.58529 -1.75247 0.0925 -0.2478 0.5509
H -1.49380 4.20238 0.22675 0.0485 0.1231 0.1030
H 0.92094 4.39393 0.75448 -0.0337 0.0439 0.0526
C -2.57378 2.91616 3.56472 0.0145 -0.3223 -0.1074
O -2.51255 4.32546 3.33319 0.0184 -0.0102 -0.0618
C -2.66546 5.06480 4.43026 0.0035 0.0189 -0.0595
O -2.84242 4.64656 5.54467 -0.0005 -0.0032 0.0196
O -2.58852 6.34830 4.08021 0.0085 0.0136 -0.0260
C -2.73738 7.26300 5.16778 -0.0095 0.2095 0.0757
H -2.43490 2.42654 2.60502 0.0061 0.1706 -0.0823
H -1.77707 2.60205 4.23702 -0.0662 0.0479 0.0988
H -3.54455 2.63352 3.96724 0.0298 0.0362 0.0903
H -1.94917 7.11651 5.90387 -0.0558 -0.0779 0.0421
H -3.71372 7.14896 5.63492 0.0377 -0.0794 0.0561
H -2.65477 8.26031 4.74569 0.0169 -0.0601 -0.1213
C -5.83533 -2.68928 2.87372 -0.1767 -0.1869 -0.1598
O -5.41333 -2.46793 4.22495 -0.1220 0.6156 -0.3519
C -4.54183 -1.46226 4.35599 -0.1972 0.0588 -0.0544
O -4.11597 -0.77584 3.46587 0.0188 0.0176 -0.0160
O -4.22648 -1.35150 5.64659 -0.0144 -0.0292 0.0175
C -3.28967 -0.30843 5.92667 0.1975 0.1850 0.1742
H -6.54139 -3.51380 2.90485 0.0313 -0.0160 0.1352
H -6.32984 -1.80488 2.47717 0.1018 0.0458 -0.0090
H -4.98880 -2.96535 2.24900 0.0286 0.0940 -0.0003
H -3.69814 0.65804 5.63855 0.0324 -0.0114 -0.0785
H -2.34756 -0.48948 5.41235 -0.0512 0.0338 -0.1051
H -3.11475 -0.31651 6.99829 -0.1335 -0.1332 0.0156
C -4.39586 3.14865 -5.51032 -0.1587 0.0808 0.1887
O -3.20008 2.57122 -6.04094 0.0388 0.0020 0.0723
C -3.31900 2.09910 -7.28056 0.0330 -0.0002 0.0425
O -4.31400 2.12437 -7.95495 -0.0065 0.0002 -0.0136
O -2.14070 1.58907 -7.64414 0.0325 -0.0225 0.0298
C -2.12263 1.04197 -8.96432 0.1081 -0.1007 -0.1667
H -4.15999 3.49062 -4.50652 0.1630 -0.0063 -0.0320
H -4.71507 4.00051 -6.10717 -0.0242 -0.0718 -0.0885
H -5.19049 2.40615 -5.45820 -0.0163 0.0118 -0.1243
H -2.34575 1.81048 -9.70176 -0.1000 -0.0153 0.0171
H -2.83262 0.22146 -9.05028 -0.0771 0.0706 -0.0175
H -1.11670 0.66653 -9.12951 0.0311 0.0452 0.1223
C 3.51060 -3.56934 -3.43998 0.2050 -0.1631 0.1146
O 2.68646 -3.21253 -4.55384 0.0093 -0.0261 -0.0337
C 1.81343 -2.24098 -4.30018 0.0264 -0.0575 -0.0697
O 1.67581 -1.66894 -3.25043 0.0180 0.0287 0.0188
O 1.11306 -2.00702 -5.41194 0.0022 0.0151 0.0001
C 0.15051 -0.96141 -5.26739 -0.2353 0.1701 -0.0620
H 4.17022 -4.36393 -3.77591 -0.0700 0.0047 -0.1267
H 4.11047 -2.72034 -3.11806 -0.0941 0.0448 0.0535
H 2.90349 -3.93600 -2.61479 -0.0232 0.1052 0.0288
H 0.64255 -0.02092 -5.02497 -0.0186 -0.0153 0.0859
H -0.57501 -1.21552 -4.49633 0.0643 0.0533 0.0748
H -0.36449 -0.85972 -6.21846 0.1245 -0.1263 -0.0704
C -4.30075 -8.92974 3.90130 0.0053 -0.1966 -0.0898
O -4.21283 -7.51302 3.74467 0.0010 0.0108 -0.0311
C -4.35822 -6.82767 4.88175 0.0044 0.0516 -0.0529
O -4.54903 -7.30494 5.96903 -0.0022 -0.0182 0.0160
O -4.25631 -5.53166 4.59907 -0.0123 0.0585 -0.0437
C -4.39374 -4.66009 5.72874 0.2664 -0.0371 0.3985
H -4.16673 -9.35891 2.91240 0.0131 0.1259 -0.0451
H -3.51532 -9.29331 4.56128 -0.0616 0.0216 0.0828
H -5.27752 -9.21422 4.28826 0.0358 0.0173 0.0983
H -3.61418 -4.85785 6.46424 -0.0878 -0.1972 0.0189
H -5.37611 -4.77346 6.18371 0.0249 -0.0777 0.0310
H -4.29127 -3.65264 5.36194 0.1137 -0.3787 0.0603
C 6.63027 -8.36305 -3.66032 0.0082 -0.0856 -0.2044
O 6.88125 -8.46050 -2.25690 0.0110 -0.0221 0.0072
C 6.50882 -7.38964 -1.55834 0.0315 -0.0627 0.0288
O 6.00082 -6.39535 -2.00795 -0.0359 0.0490 -0.0291
O 6.79550 -7.60864 -0.27665 0.0113 -0.0206 0.0116
C 6.44603 -6.53205 0.59589 -0.0098 0.0908 0.2047
H 6.97805 -9.29262 -4.10116 0.0354 -0.0385 0.1254
H 5.56519 -8.24910 -3.85326 0.0090 0.0995 0.0182
H 7.18226 -7.53053 -4.09249 -0.0746 0.0631 0.0306
H 5.37390 -6.34706 0.56768 0.0135 0.0556 -0.0847
H 6.99083 -5.62858 0.32869 -0.0702 0.0187 -0.0729
H 6.73139 -6.84138 1.59703 0.0433 -0.1170 -0.0558
C 8.65635 5.50016 -0.33341 0.1649 -0.0056 -0.1526
O 7.41559 5.00160 0.17003 -0.0171 -0.0267 -0.0159
C 6.98668 5.61628 1.27176 -0.0257 -0.0393 -0.0334
O 7.54548 6.51606 1.84155 0.0079 0.0114 0.0107
O 5.83030 5.06069 1.63261 -0.0303 -0.0362 -0.0215
C 5.24907 5.62606 2.80872 -0.1772 -0.0009 0.1481
H 8.88532 4.91790 -1.22122 -0.1164 -0.0673 0.0225
H 8.56697 6.55046 -0.60420 0.0164 0.0256 0.1001
H 9.44973 5.36715 0.39965 -0.0305 0.0888 0.0467
H 5.02699 6.68103 2.65923 0.1048 0.0236 0.0253
H 5.90918 5.49712 3.66437 0.0542 0.0900 -0.0309
H 4.32324 5.08553 2.98487 0.0286 -0.0731 -0.1099
```
Positions in Å, forces in eV/Å.

Record 2
ORCA calculation (ωB97M-V/def2-TZVPD) on C10H13N3O3S2 in the gas phase in a non-equilibrium geometry.

SMILES	CC(C)CNC(=S)NC(=O)c1csc([N+](=O)[O-])c1
LUMO level	-1.16	eV
HOMO level	-8.724	eV
electronic energy	-1575.1626	hartree

The geometry in XYZ format:
```
31
Properties=species:S:1:pos:R:3:forces:R:3
C -2.94876 -2.25539 -0.14409 -0.2630 0.1931 0.0234
C -3.53150 -0.88473 0.19486 0.2630 0.0754 -0.0342
C -3.16804 -0.47660 1.61979 -0.2081 -0.0098 -0.1719
C -3.06828 0.18223 -0.81084 -0.6769 -0.0366 0.0726
N -1.64444 0.38681 -0.76947 0.6074 -0.3493 0.0138
C -1.05899 1.48031 -0.29841 -0.1692 0.1216 -0.0996
S -1.81676 2.86905 0.17050 -0.2340 0.5002 0.2038
N 0.33473 1.47905 -0.21323 0.1264 -0.0744 -0.0609
C 1.19043 0.44446 -0.45446 -0.0310 0.0609 -0.0028
O 0.82585 -0.66506 -0.79950 0.1221 -0.1577 -0.0148
C 2.62522 0.76034 -0.25735 0.4046 0.2781 0.0168
C 3.20449 2.00610 -0.16368 0.1546 -0.2929 0.0106
S 4.89604 1.95543 0.02702 -0.3355 -0.4469 -0.0413
C 4.84739 0.22606 -0.01488 -1.2472 0.9978 -0.1343
N 6.06545 -0.47958 0.11402 0.3092 -0.4746 0.0347
O 6.01870 -1.68912 0.08872 0.0523 -0.2690 -0.0025
O 7.06826 0.19352 0.24152 0.3807 0.1146 0.0440
C 3.58558 -0.27264 -0.17708 0.5921 -0.0456 0.0695
H -3.36180 -3.01055 0.52003 0.0222 -0.1272 0.0543
H -3.18825 -2.53461 -1.16785 0.0031 -0.0989 -0.1240
H -1.86737 -2.26215 -0.02555 0.1641 -0.0408 0.0264
H -4.62204 -0.93806 0.11168 0.0374 0.0309 -0.0512
H -2.08782 -0.45849 1.75020 0.1195 0.0177 0.0495
H -3.58353 -1.18360 2.33325 -0.0054 -0.0866 0.1104
H -3.55734 0.51278 1.84722 0.0049 0.1044 0.0837
H -3.34510 -0.12411 -1.82457 0.0033 0.0587 0.0382
H -3.54650 1.13856 -0.58685 0.0558 -0.1471 -0.1209
H -1.04054 -0.40552 -0.97877 0.0101 0.2403 0.0450
H 0.70107 2.35918 0.12483 -0.1504 -0.1830 -0.0155
H 2.72655 2.96554 -0.22145 -0.1208 0.2032 -0.0158
H 3.34733 -1.31923 -0.23561 0.0085 -0.1567 -0.0070
```
Positions in Å, forces in eV/Å.

Record 3
ORCA calculation (ωB97M-V/def2-TZVPD) on C9H13N3O in the gas phase in a non-equilibrium geometry.

SMILES	[H]/N=C(\CCO)[C@@H](C#N)CCC=C=N
LUMO level	0.74	eV
HOMO level	-8.808	eV
electronic energy	-590.1313	hartree

The geometry in XYZ format:
```
26
Properties=species:S:1:pos:R:3:forces:R:3
H -0.20975 -2.01511 -1.65506 0.1858 0.0718 0.5675
N -0.08939 -1.00362 -1.62650 -0.3098 0.3398 -0.4594
C -0.41732 -0.40971 -0.57116 -1.9240 1.0136 1.7903
C -0.98227 -0.96398 0.77606 1.3085 1.0909 -0.5178
C -2.37886 -1.45738 0.67956 0.4995 -0.8453 -4.6689
O -3.33572 -0.43280 0.36927 0.2738 -0.6367 0.7713
C -0.51824 1.15813 -0.59843 0.5694 0.1545 -2.6075
C -0.85630 1.86957 0.59127 -0.4723 0.8982 2.9192
N -1.14139 2.45083 1.56019 0.4792 -0.8226 -1.6166
C 0.85873 1.70772 -1.19721 -0.8310 -1.7496 -0.5949
C 1.94861 1.51179 -0.14159 0.3014 0.5554 -0.8097
C 2.02939 0.16833 0.50670 0.5791 0.9688 1.9844
C 2.20571 -1.05471 0.10159 0.8476 0.8186 0.2167
N 2.27708 -2.23232 -0.10689 -0.8831 -1.4287 -0.4498
H -0.88350 -0.18595 1.53223 0.0563 -0.0497 0.0741
H -0.30678 -1.74432 1.05437 0.2652 -0.8825 0.3030
H -2.26275 -2.05332 -0.34888 -0.9960 0.6969 2.0742
H -2.58375 -2.19046 1.41988 -0.8655 -0.2044 0.9675
H -3.68657 -0.05229 1.18472 0.1677 -0.0308 -0.0716
H -1.44476 1.38094 -1.22613 1.4014 -0.3291 0.0696
H 0.87594 2.73288 -1.44832 -0.5500 1.2980 -0.1865
H 0.93172 1.16500 -2.16341 0.4867 0.0599 0.7475
H 1.65005 2.25575 0.61519 0.4253 -0.4349 0.1057
H 2.99402 1.80266 -0.45737 -1.2128 -0.0936 -0.1160
H 2.24325 0.33197 1.58637 -0.1337 -0.7601 -0.6108
H 3.08286 -2.73959 -0.43645 0.3311 0.3017 0.1188
```
Positions in Å, forces in eV/Å.

Record 4
ORCA calculation (ωB97M-V/def2-TZVPD) on 2 unconnected molecules or ions with the total composition C10H15N2O4S.

total charge	+1
LUMO level	-5.43	eV
HOMO level	-12.197	eV
electronic energy	-1198.4161	hartree

The geometry in XYZ format:
```
32
Properties=species:S:1:pos:R:3:forces:R:3
C 3.03929 -1.90219 0.01298 0.0499 -0.0206 0.2544
C 3.41718 -0.46621 0.22075 -0.0728 -0.1809 0.0406
N 4.69433 -0.25479 0.47401 0.0676 -0.0651 -0.0015
N 5.08141 0.98412 0.67113 0.0656 0.1799 0.0438
C 4.30474 2.05350 0.66783 0.1678 0.2209 -0.0022
C 2.96110 1.88239 0.40303 -0.1569 0.2576 0.0421
C 2.49418 0.61496 0.15299 -0.1959 -0.3249 -0.0614
C 1.05587 0.40307 -0.18773 0.3107 0.1313 -0.3860
S -0.07634 0.52592 1.22048 -0.7213 -0.0176 -0.5164
O -0.61221 -0.78152 1.41356 0.3607 -0.1929 0.4766
O -0.92720 1.64757 0.97344 0.1726 0.1943 0.1814
H 1.98861 -2.09160 0.23063 0.0775 0.0336 -0.1127
H 3.27263 -2.20566 -1.01047 -0.1262 0.0322 0.0221
H 3.63574 -2.52147 0.68452 0.0150 0.0546 -0.1106
H 6.07728 1.08419 0.84515 -0.0149 -0.0892 0.0010
H 4.76948 3.01520 0.85171 0.0071 -0.1330 0.0146
H 2.30076 2.74153 0.37999 0.0535 -0.0261 -0.0268
H 0.72839 1.18660 -0.87669 -0.0685 -0.0881 0.0980
H 0.85761 -0.56518 -0.64799 -0.0657 0.1236 0.0858
H 0.71428 0.85493 2.27497 0.1947 -0.1057 -0.0455
O -1.86423 -0.63372 -2.00886 0.0400 -0.0026 0.0101
C -2.96063 -0.56627 -1.51628 0.1946 0.1570 0.0348
O -4.08712 -0.55094 -2.24725 -0.0286 -0.0254 -0.0099
C -5.23331 -0.33824 -1.39183 -0.0799 -0.0151 0.0896
C -4.78212 -0.78063 -0.00125 0.1041 -0.0197 -0.1790
C -3.29233 -0.44739 -0.04968 -0.4845 -0.2200 0.0276
H -5.48775 0.72235 -1.42895 0.0192 0.0081 0.0105
H -6.06421 -0.91412 -1.78912 0.0495 -0.0236 -0.0740
H -5.32886 -0.29548 0.80358 0.0013 0.0801 -0.0472
H -4.91563 -1.85799 0.10247 -0.0215 0.0000 0.0029
H -3.08743 0.58209 0.24795 0.0349 -0.0294 0.0832
H -2.67351 -1.12503 0.52493 0.0502 0.1064 0.0543
```
Positions in Å, forces in eV/Å.

What did the second record say?
ORCA calculation (ωB97M-V/def2-TZVPD) on C10H13N3O3S2 in the gas phase in a non-equilibrium geometry.

SMILES	CC(C)CNC(=S)NC(=O)c1csc([N+](=O)[O-])c1
LUMO level	-1.16	eV
HOMO level	-8.724	eV
electronic energy	-1575.1626	hartree

The geometry in XYZ format:
```
31
Properties=species:S:1:pos:R:3:forces:R:3
C -2.94876 -2.25539 -0.14409 -0.2630 0.1931 0.0234
C -3.53150 -0.88473 0.19486 0.2630 0.0754 -0.0342
C -3.16804 -0.47660 1.61979 -0.2081 -0.0098 -0.1719
C -3.06828 0.18223 -0.81084 -0.6769 -0.0366 0.0726
N -1.64444 0.38681 -0.76947 0.6074 -0.3493 0.0138
C -1.05899 1.48031 -0.29841 -0.1692 0.1216 -0.0996
S -1.81676 2.86905 0.17050 -0.2340 0.5002 0.2038
N 0.33473 1.47905 -0.21323 0.1264 -0.0744 -0.0609
C 1.19043 0.44446 -0.45446 -0.0310 0.0609 -0.0028
O 0.82585 -0.66506 -0.79950 0.1221 -0.1577 -0.0148
C 2.62522 0.76034 -0.25735 0.4046 0.2781 0.0168
C 3.20449 2.00610 -0.16368 0.1546 -0.2929 0.0106
S 4.89604 1.95543 0.02702 -0.3355 -0.4469 -0.0413
C 4.84739 0.22606 -0.01488 -1.2472 0.9978 -0.1343
N 6.06545 -0.47958 0.11402 0.3092 -0.4746 0.0347
O 6.01870 -1.68912 0.08872 0.0523 -0.2690 -0.0025
O 7.06826 0.19352 0.24152 0.3807 0.1146 0.0440
C 3.58558 -0.27264 -0.17708 0.5921 -0.0456 0.0695
H -3.36180 -3.01055 0.52003 0.0222 -0.1272 0.0543
H -3.18825 -2.53461 -1.16785 0.0031 -0.0989 -0.1240
H -1.86737 -2.26215 -0.02555 0.1641 -0.0408 0.0264
H -4.62204 -0.93806 0.11168 0.0374 0.0309 -0.0512
H -2.08782 -0.45849 1.75020 0.1195 0.0177 0.0495
H -3.58353 -1.18360 2.33325 -0.0054 -0.0866 0.1104
H -3.55734 0.51278 1.84722 0.0049 0.1044 0.0837
H -3.34510 -0.12411 -1.82457 0.0033 0.0587 0.0382
H -3.54650 1.13856 -0.58685 0.0558 -0.1471 -0.1209
H -1.04054 -0.40552 -0.97877 0.0101 0.2403 0.0450
H 0.70107 2.35918 0.12483 -0.1504 -0.1830 -0.0155
H 2.72655 2.96554 -0.22145 -0.1208 0.2032 -0.0158
H 3.34733 -1.31923 -0.23561 0.0085 -0.1567 -0.0070
```
Positions in Å, forces in eV/Å.

Look up the LUMO level of the fourth one.
-5.43 eV

What is the formula in the third record?
C9H13N3O